# 1
Below is the molecule C9H6N4O at a distorted geometry, with properties calculated with wB97M-V/def2-TZVPD.

Each line ends with the Löwdin charge.
Element x y z (Å)
1 C -0.7483 -2.1255 -0.0595  -0.441
2 C -1.6795 -2.6384 0.9642  -0.044
3 C -1.2233 -0.0088 1.1634  -0.257
4 C 0.0768 1.3883 0.0450  -0.226
5 C 0.8044 2.5104 -0.1968  -0.042
6 C 1.9204 2.2146 -0.9204  -0.110
7 C 2.1240 0.9808 -1.6559  -0.094
8 C 1.3283 -0.1253 -1.4409  -0.007
9 C 0.2505 0.0851 -0.4936  -0.124
10 H -1.9922 -3.6843 0.6355  0.142
11 H -2.6488 -0.1530 2.6687  0.136
12 H 0.6533 3.5892 0.1983  0.153
13 H 2.6108 2.9717 -1.2441  0.088
14 H 3.1432 1.0641 -2.1858  0.126
15 H 1.5772 -1.1854 -1.7934  0.128
16 N -2.3515 -1.9739 1.8557  0.055
17 N -1.9476 -0.7074 2.2097  0.078
18 N -1.0133 1.2898 0.9735  0.154
19 N -0.6808 -0.7278 0.1210  0.106
20 O -0.2037 -2.7642 -0.8446  0.178

Forces on the atoms, in the same order (eV/Å):
-2.4 3.3 4.9
-2.0 -1.2 -0.5
-1.0 2.3 -0.2
-3.9 -2.5 1.6
1.2 2.2 0.4
0.3 -0.6 -2.8
1.9 1.6 1.2
-0.7 -1.8 0.9
2.3 2.2 -1.9
0.1 1.3 1.3
-0.2 -0.1 0.2
-0.1 -2.4 -0.4
0.2 0.5 0.4
-2.0 -1.1 0.4
-0.5 1.9 0.2
0.9 -0.8 0.1
1.2 0.4 -3.5
0.6 -1.5 1.8
1.8 -1.5 -0.3
2.4 -2.3 -3.6

Summary:
Gap between HOMO and LUMO (eV): 8.40
Electronic energy (eV): -17436.1907
HOMO level (eV): -8.7
SMILES: O=c1cn[nH]c2nc3ccccc3n12
Relative energy (zero: lowest compared OMol25 entry of this formula, charge and spin) (kJ/mol): 136.9

***

# 2
Below is a cluster of 6 separate species, C36H74NO15PS2 in total at a distorted geometry, with properties calculated with wB97M-V/def2-TZVPD.

Each line ends with the Löwdin charge.
Element x y z (Å)
1 C -6.5262 1.5631 0.6780  -0.150
2 C -5.7059 1.0639 -0.6902  -0.245
3 C -4.4419 2.0935 -0.9769  -0.207
4 C -3.4403 1.6143 -2.1820  -0.217
5 N -2.5389 0.4469 -1.8465  -0.199
6 C -1.4966 0.4466 -2.9842  -0.236
7 C -0.4634 -0.8237 -2.9262  -0.179
8 C -0.8629 -1.8957 -4.1301  -0.246
9 C -2.3660 -2.4958 -3.7942  -0.409
10 P -3.6255 -1.8673 -5.1307  0.888
11 C -5.2378 -2.8233 -4.7427  -0.552
12 C -6.4886 -1.8344 -5.2419  -0.166
13 C -5.2970 -4.2406 -5.5647  -0.290
14 C -3.8758 -5.0568 -5.6396  -0.183
15 C -1.8079 0.6223 -0.5338  -0.956
16 S -0.4581 1.6177 -0.2482  0.675
17 S -2.4414 -0.3987 0.9363  0.804
18 C -3.2400 -1.9938 0.3625  -0.501
19 C -3.8510 -2.7867 1.7019  -0.293
20 C -5.2985 -3.5140 1.2939  -0.142
21 H -7.7011 1.4323 0.5172  0.077
22 H -6.1534 1.0080 1.6536  0.074
23 H -6.3746 2.7366 0.8280  0.080
24 H -5.3907 -0.0615 -0.6224  0.081
25 H -6.4939 1.2080 -1.5754  0.112
26 H -3.9186 2.3536 0.0367  0.103
27 H -4.9465 3.1091 -1.3502  0.126
28 H -2.8531 2.5611 -2.6051  0.133
29 H -4.1341 1.2466 -3.0811  0.138
30 H -0.9621 1.5046 -3.0908  0.107
31 H -2.1229 0.3259 -3.9936  0.099
32 H 0.6228 -0.4079 -3.1913  0.103
33 H -0.3736 -1.3506 -1.8856  0.110
34 H -0.0806 -2.7744 -4.2025  0.109
35 H -0.9694 -1.2907 -5.1508  0.099
36 H -2.6458 -2.1522 -2.7026  0.069
37 H -2.2915 -3.6699 -3.7656  0.059
38 H -3.1632 -2.2797 -6.4596  -0.047
39 H -5.2897 -3.0453 -3.5735  0.118
40 H -7.1959 -2.4898 -5.9082  0.072
41 H -7.0474 -1.4482 -4.2830  0.074
42 H -6.0324 -0.9168 -5.8369  0.057
43 H -5.6487 -4.0470 -6.6641  0.108
44 H -6.0683 -4.9379 -4.9813  0.119
45 H -4.0082 -6.0884 -6.2247  0.083
46 H -3.4475 -5.3425 -4.5653  0.074
47 H -3.0129 -4.4837 -6.2030  0.053
48 H -4.1619 -1.8423 -0.3581  0.061
49 H -2.5200 -2.7482 -0.1722  0.077
50 H -4.0765 -2.0333 2.5960  0.099
51 H -3.0759 -3.5672 2.1414  0.110
52 H -5.3788 -3.5893 0.1088  0.077
53 H -5.3147 -4.5847 1.8034  0.079
54 H -6.2031 -2.8779 1.7364  0.085
55 C 1.0778 2.6841 2.7705  -0.093
56 C 1.8910 3.2918 3.9008  -0.205
57 O 1.2727 3.0497 5.1700  0.016
58 C 1.4124 1.7930 5.6628  -0.522
59 O 2.0111 0.8738 5.1290  0.080
60 O 0.7417 1.7269 6.8398  -0.006
61 C 0.7159 0.4222 7.4145  -0.047
62 H 0.0431 3.0396 2.8071  0.079
63 H 1.5096 2.9429 1.8001  0.065
64 H 1.0401 1.5931 2.8483  0.073
65 H 1.9311 4.3786 3.7705  0.125
66 H 2.9254 2.9285 3.8985  0.122
67 H 1.7261 0.0132 7.5204  0.098
68 H 0.0926 -0.2396 6.8048  0.100
69 H 0.2694 0.4980 8.4098  0.096
70 C 4.6341 3.0537 -7.0066  -0.071
71 C 4.8652 1.7307 -6.2963  -0.221
72 O 4.6003 1.8447 -4.8933  0.022
73 C 3.2897 1.8747 -4.5421  -0.548
74 O 2.3395 1.8096 -5.3043  0.107
75 O 3.2195 2.0223 -3.1957  -0.001
76 C 1.8905 2.1789 -2.7030  -0.081
77 H 5.2165 3.8508 -6.5338  0.082
78 H 4.9172 2.9822 -8.0601  0.079
79 H 3.5836 3.3560 -6.9544  0.074
80 H 5.9186 1.4478 -6.3975  0.122
81 H 4.2706 0.9225 -6.7382  0.125
82 H 1.2425 1.3623 -3.0378  0.039
83 H 1.4888 3.1465 -3.0201  0.107
84 H 1.9289 2.1616 -1.6103  0.054
85 C -0.8323 -9.0993 -3.2464  -0.069
86 C -1.3593 -8.8327 -1.8466  -0.219
87 O -0.4678 -7.9860 -1.1117  0.024
88 C -0.5003 -6.6699 -1.4411  -0.548
89 O -1.2128 -6.1584 -2.2890  0.096
90 O 0.4223 -6.0251 -0.6844  -0.003
91 C 0.5693 -4.6445 -1.0094  -0.048
92 H 0.1858 -9.4992 -3.2042  0.083
93 H -1.4735 -9.8115 -3.7725  0.080
94 H -0.7863 -8.1792 -3.8370  0.073
95 H -1.4198 -9.7795 -1.2991  0.123
96 H -2.3694 -8.4069 -1.8665  0.124
97 H -0.3927 -4.1225 -0.9761  0.079
98 H 1.0307 -4.5428 -1.9969  0.099
99 H 1.2331 -4.1898 -0.2689  0.099
100 C 8.1968 0.5313 0.4641  -0.071
101 C 7.6312 1.8055 1.0679  -0.221
102 O 6.2769 1.6177 1.4950  0.019
103 C 6.1147 0.9250 2.6507  -0.551
104 O 7.0064 0.4630 3.3432  0.106
105 O 4.7842 0.8074 2.8861  -0.010
106 C 4.4699 0.0017 4.0198  -0.054
107 H 7.5504 0.1674 -0.3408  0.082
108 H 9.2000 0.7039 0.0652  0.079
109 H 8.2573 -0.2695 1.2076  0.074
110 H 7.6160 2.5895 0.3031  0.122
111 H 8.2503 2.1736 1.8945  0.124
112 H 4.9925 0.3528 4.9156  0.102
113 H 4.7179 -1.0441 3.8121  0.101
114 H 3.3936 0.0729 4.1994  0.055
115 C 3.3633 4.7364 8.5024  -0.062
116 C 2.4530 5.3447 7.4491  -0.218
117 O 1.9402 6.6113 7.8787  0.027
118 C 2.8104 7.6508 7.8154  -0.550
119 O 3.9658 7.5986 7.4276  0.107
120 O 2.1806 8.7544 8.2897  -0.008
121 C 3.0222 9.9019 8.3812  -0.054
122 H 2.8483 4.6747 9.4663  0.083
123 H 3.6844 3.7346 8.2050  0.078
124 H 4.2562 5.3493 8.6597  0.074
125 H 1.5892 4.6882 7.2983  0.115
126 H 2.9583 5.4399 6.4807  0.124
127 H 3.5106 10.1153 7.4247  0.097
128 H 3.7658 9.7549 9.1710  0.099
129 H 2.3991 10.7600 8.6481  0.093

Forces on the atoms, in the same order (eV/Å):
-0.1 0.4 -0.4
-0.7 1.1 0.1
-0.9 0.2 -0.4
-1.9 0.9 -0.2
2.2 1.4 0.4
-0.1 -0.4 -1.3
0.9 0.3 -1.4
-0.8 0.5 0.6
1.3 -1.3 0.2
0.0 0.6 1.7
-0.5 -0.6 -0.8
0.6 -0.5 0.6
0.3 -0.7 0.6
0.5 -0.9 0.1
0.2 0.0 0.0
-2.6 -1.8 -0.5
0.3 0.2 -2.0
-1.4 -1.7 -0.2
-0.4 0.4 0.4
0.5 0.1 0.5
2.6 0.0 0.5
-0.9 1.2 -2.1
-0.2 -2.6 -0.3
-0.5 2.2 -0.1
1.9 -0.6 1.7
-0.7 -0.7 -2.0
1.2 -2.1 0.8
-0.9 -2.0 1.1
1.5 0.7 1.9
-0.9 -2.3 0.5
1.2 0.2 2.3
-2.3 -1.0 0.7
-0.4 1.0 -1.9
-1.6 1.9 0.0
0.7 -1.3 2.1
0.1 -0.4 -2.4
-0.2 2.3 0.0
-0.2 -0.5 1.2
0.2 0.6 -2.5
1.2 1.5 1.3
1.0 -0.6 -2.1
-1.2 -2.0 1.2
0.5 -0.3 2.1
1.5 1.4 -1.6
0.1 2.3 1.3
-1.1 0.7 -2.3
-1.9 -1.0 1.2
2.0 0.1 1.4
-1.1 1.7 1.0
0.6 -1.4 -2.0
-1.6 1.6 -1.2
0.0 0.0 2.7
-0.2 2.2 -1.3
2.0 -1.4 -1.2
-0.1 -0.3 0.1
0.3 0.1 -0.9
0.1 -1.1 0.9
-0.2 0.1 -0.4
-1.3 1.4 1.1
0.6 0.2 -0.9
0.0 -0.5 0.3
0.2 0.1 -0.1
0.0 0.0 0.1
0.1 0.2 -0.1
-0.1 -0.2 0.4
-0.2 -0.1 0.1
-0.2 0.1 -0.2
0.2 0.0 0.0
0.1 0.3 -0.3
-0.3 0.2 0.1
0.1 0.1 -0.7
-0.9 -0.2 0.5
-0.2 0.2 -0.2
1.2 0.0 1.0
0.3 -0.2 -1.2
-0.5 0.1 0.3
0.1 -0.2 -0.1
0.0 0.0 0.1
0.1 -0.2 -0.1
-0.2 0.0 0.4
-0.1 0.2 0.2
0.2 0.4 0.0
-0.1 -0.2 0.0
0.3 0.0 -0.3
0.2 0.3 -0.2
-0.4 -0.4 -0.5
0.0 1.2 0.1
0.0 -0.1 -0.4
0.8 -0.6 1.1
-0.8 -0.6 -0.5
0.1 0.6 0.0
-0.2 -0.1 0.1
0.1 0.0 0.1
-0.1 -0.1 0.1
0.2 0.3 0.1
0.3 0.1 0.0
0.1 -0.2 -0.2
-0.2 0.0 0.1
-0.1 -0.4 0.0
-0.1 -0.3 0.1
0.6 0.0 -0.2
-0.3 -0.3 0.9
0.2 -0.3 0.0
-1.1 0.7 -0.9
1.2 0.4 -0.4
-0.4 -0.6 0.4
0.1 0.2 0.0
-0.1 0.0 0.0
0.1 0.2 0.0
-0.3 -0.1 0.2
-0.2 -0.2 0.0
0.0 -0.1 -0.2
0.2 0.2 0.1
0.7 0.1 -0.5
0.2 0.2 0.2
0.2 -0.7 -0.1
0.5 1.1 -0.1
0.4 -0.4 0.1
-1.5 0.1 0.4
0.3 -0.9 -0.4
0.3 0.5 0.0
-0.1 -0.1 -0.2
-0.1 0.1 0.0
-0.1 -0.1 -0.2
0.0 0.4 0.1
0.0 0.2 0.2
0.0 -0.2 0.2
0.0 0.0 -0.3
-0.1 -0.4 0.0

Summary:
Gap between HOMO and LUMO (eV): 7.63
Electronic energy (eV): -101686.4064
HOMO level (eV): -8.2
SMILES: CCCCN(CCCCP[C@@H](C)CC)C(=S)SCCC.CCOC(=O)OC.CCOC(=O)OC.CCOC(=O)OC.CCOC(=O)OC.CCOC(=O)OC
Relative energy (zero: lowest compared OMol25 entry of this formula, charge and spin) (kJ/mol): 663.2

***

# 3
Below is a structure of composition C15H12ClIN4O2V at a distorted geometry, with properties calculated with wB97M-V/def2-TZVPD.

Each line ends with the Löwdin charge.
Element x y z (Å)
1 V -0.5380 -0.8045 -0.9936  1.111
2 Cl 3.7481 -1.3632 4.2210  0.814
3 C 3.0196 -1.2652 2.6764  -0.577
4 C 3.7956 -1.2991 1.5518  -0.117
5 C 3.2230 -1.2371 0.2585  -0.633
6 I 4.4001 -1.3057 -1.4407  1.071
7 C 1.8721 -1.1309 0.1510  -0.342
8 O 1.1349 -1.0889 -1.0184  -0.193
9 C 1.0694 -1.0492 1.2944  -0.139
10 N -0.2759 -0.9017 1.0452  0.031
11 C -1.1107 -0.8985 2.0838  -0.046
12 C -0.6590 -1.0125 3.3958  0.009
13 C 0.6888 -1.1259 3.6499  0.053
14 C 1.6014 -1.1446 2.5799  -0.141
15 H 4.8686 -1.3847 1.6539  0.115
16 H -2.1658 -0.7972 1.8683  0.132
17 H -1.3787 -1.0090 4.2014  0.131
18 H 1.0514 -1.2120 4.6661  0.121
19 N -2.4783 4.0579 -1.3704  0.187
20 C -1.3860 3.2840 -1.4059  -0.336
21 C -1.4503 1.8829 -1.3103  -0.018
22 N -0.3338 1.1435 -1.3530  -0.055
23 C 0.8549 1.7537 -1.5114  -0.057
24 C 0.8848 3.1385 -1.5926  -0.049
25 N -0.1978 3.8902 -1.5280  0.176
26 H -3.4103 3.6882 -1.3162  0.123
27 H -2.3596 5.0554 -1.4513  0.133
28 H -2.4025 1.3818 -1.1820  0.129
29 H 1.7468 1.1520 -1.5789  0.110
30 H 1.8335 3.6492 -1.7064  0.136
31 C -2.7151 -2.5094 -2.8488  0.018
32 C -1.9929 -1.7785 -1.8050  -0.268
33 O -2.2621 -1.5810 -0.6166  0.013
34 H -3.7885 -2.3202 -2.7849  0.121
35 H -2.5640 -3.5780 -2.6487  0.132
36 H -2.3238 -2.2802 -3.8342  0.103

Forces on the atoms, in the same order (eV/Å):
-0.2 0.7 0.6
0.0 0.0 0.0
0.0 0.0 0.1
0.1 0.0 0.0
0.3 -0.1 -0.3
0.0 0.0 0.1
-0.3 0.1 0.0
1.6 -0.7 0.1
-0.4 0.0 -0.1
0.1 0.0 0.2
0.1 0.1 -0.2
0.0 0.0 0.0
0.1 0.0 0.0
0.0 0.0 0.1
0.0 0.0 0.0
0.0 0.0 0.0
0.0 0.0 0.0
0.0 0.0 0.0
0.1 0.0 0.0
-0.1 0.2 -0.1
0.0 -0.2 0.1
-0.2 0.7 -0.1
-0.1 -0.1 0.0
-0.1 0.2 0.0
0.1 -0.1 0.0
0.0 0.0 0.0
0.0 0.0 0.0
0.0 -0.1 0.0
0.0 0.0 0.0
0.0 0.0 0.0
-0.1 0.0 0.1
-0.6 -0.3 -0.3
-0.3 -0.4 -0.3
0.0 0.0 0.0
0.0 0.0 0.0
0.0 0.0 0.0

Summary:
Expectation value of S²: 0.776
Gap between HOMO and LUMO (alpha / beta) (eV): 6.53 / 6.49
Electronic energy (eV): -72101.0450
HOMO level (alpha / beta) (eV): -14.7 / -14.7
Multiplicity: 2
Relative energy (zero: lowest compared OMol25 entry of this formula, charge and spin) (kJ/mol): 11.9
Charge: +2

***

# 4
Below is the molecule C4H3N3O at a distorted geometry, with properties calculated with wB97M-V/def2-TZVPD.

Each line ends with the Löwdin charge.
Element x y z (Å)
1 C 0.0160 1.0624 -0.0294  -0.432
2 C 1.2864 -0.8633 -0.2220  -0.139
3 C -0.7244 -0.3565 0.4039  -0.249
4 C -2.0245 -0.3562 -0.1429  -0.153
5 H 2.1642 1.1051 -0.4002  0.168
6 H 2.2835 -1.3044 -0.5296  0.142
7 H -0.6723 -0.3363 1.5541  0.188
8 N 1.2527 0.6162 -0.3105  0.119
9 N 0.1945 -1.4820 0.0418  0.091
10 N -3.2280 -0.2078 -0.4044  0.159
11 O -0.5481 2.1228 0.0393  0.106

Forces on the atoms, in the same order (eV/Å):
-2.3 -1.1 1.3
0.4 0.9 -1.0
2.6 0.8 1.1
-10.0 0.8 -1.5
-1.4 -0.1 0.0
-1.5 0.3 0.6
-0.7 0.1 -1.6
2.2 -2.1 0.1
1.1 2.0 -0.1
8.6 -1.1 1.5
1.2 -0.4 -0.4

Summary:
Gap between HOMO and LUMO (eV): 10.41
Electronic energy (eV): -10712.6588
HOMO level (eV): -10.2
SMILES: N#C[C@H]1N=CNC1=O
Relative energy (zero: lowest compared OMol25 entry of this formula, charge and spin) (kJ/mol): 95.7

***

- The lowest relative energy (zero: lowest compared OMol25 entry of this formula, charge and spin) belongs to which entry?
  C15H12ClIN4O2V

***

- Number 1 is which compound?
  C9H6N4O